ORCA calculation (ωB97M-V/def2-TZVPD) on one molecule with the formula C29H39N3O6.

The maximum force is 0.7 eV Å⁻¹. As for the SMILES: COc1ccc([C@@H](C(=O)NC2CCCC2)N(CCN2CCOCC2)C(=O)c2ccc(OC)c(OC)c2)cc1. Its relative energy (zero: lowest compared OMol25 entry of this formula, charge and spin) is 25.9 kcal per mole. The value obtained for the HOMO energy is -0.303 Eh. As for the LUMO energy: 0.0259 hartree.

```
! wB97M-V def2-TZVPD RIJCOSX def2/J DEFGRID3
* xyz 0 1
C -7.820 -2.294 0.809
O -6.942 -2.518 -0.267
C -5.808 -1.769 -0.347
C -5.423 -0.796 0.566
C -4.240 -0.097 0.387
C -3.424 -0.342 -0.705
C -2.123 0.374 -0.972
C -1.869 1.706 -0.230
O -2.270 1.971 0.890
N -1.119 2.538 -0.965
C -0.500 3.729 -0.422
C -0.438 4.831 -1.496
C 1.040 4.963 -1.897
C 1.707 3.692 -1.372
C 0.965 3.437 -0.063
N -0.965 -0.505 -0.730
C -1.018 -1.427 0.384
C -0.860 -0.742 1.746
N 0.501 -0.284 1.972
C 0.545 0.831 2.906
C 1.989 1.305 3.062
O 2.821 0.272 3.533
C 2.784 -0.826 2.653
C 1.362 -1.350 2.461
C 0.121 -0.313 -1.507
O 0.151 0.557 -2.375
C 1.316 -1.180 -1.308
C 1.302 -2.548 -1.517
C 2.475 -3.281 -1.398
C 3.672 -2.660 -1.082
O 4.868 -3.289 -0.933
C 4.921 -4.680 -1.122
C 3.696 -1.256 -0.907
O 4.915 -0.720 -0.632
C 5.021 0.679 -0.532
C 2.521 -0.539 -1.025
C -3.820 -1.315 -1.623
C -4.988 -2.022 -1.449
H -8.202 -1.268 0.810
H -8.649 -2.985 0.663
H -7.340 -2.503 1.771
H -6.033 -0.569 1.427
H -3.962 0.657 1.105
H -2.089 0.601 -2.047
H -0.679 2.154 -1.798
H -1.089 4.018 0.451
H -0.829 5.772 -1.114
H -1.050 4.537 -2.348
H 1.164 5.080 -2.972
H 1.483 5.833 -1.409
H 2.780 3.815 -1.230
H 1.539 2.863 -2.062
H 1.305 4.131 0.707
H 1.081 2.419 0.306
H -0.231 -2.169 0.258
H -1.986 -1.935 0.361
H -1.525 0.119 1.790
H -1.179 -1.453 2.527
H -0.072 1.642 2.515
H 0.160 0.539 3.899
H 2.053 2.111 3.794
H 2.362 1.665 2.091
H 3.420 -1.595 3.092
H 3.189 -0.536 1.674
H 1.382 -2.163 1.733
H 0.990 -1.745 3.424
H 0.389 -3.052 -1.796
H 2.441 -4.346 -1.564
H 4.627 -4.962 -2.139
H 5.961 -4.958 -0.960
H 4.289 -5.211 -0.402
H 4.449 1.070 0.317
H 6.079 0.881 -0.371
H 4.691 1.175 -1.450
H 2.511 0.532 -0.905
H -3.198 -1.519 -2.483
H -5.296 -2.776 -2.156
*
```